Formula: H2
Source: the OMol25 dataset
Level of theory: wB97M-V/def2-TZVPD

```
2
Properties=species:S:1:pos:R:3:lowdin_charge:R:1
H 0.0000 0.0000 0.5795 -0.500
H 0.0000 0.0000 -0.5795 -0.500
```

As for the energy relative to the best compared isomer or geometry (same formula, charge and spin): 7.9 kcal per mole. The value obtained for the gap between HOMO and LUMO (spin up / spin down) is 8.5 / 12.0 eV. The multiplicity is 2. As for the total charge: -1. The expectation value of S² is 0.7516.